1.
Molecular formula: C3H33O14
Method: DFT, the ωB97M-V functional and the def2-TZVPD basis

Atoms and positions in Å:
C (-13.098, 8.020, -16.914)
O (-11.396, 9.838, -14.888)
O (-14.051, 10.860, -15.679)
O (-15.888, 8.960, -14.954)
H (-16.367, 9.072, -14.101)
H (-12.324, 5.918, -19.540)
H (-13.492, 5.958, -15.665)
O (-9.216, 8.594, -16.529)
O (-9.628, 6.471, -20.143)
H (-10.403, 11.511, -17.090)
C (-12.377, 6.933, -17.682)
H (-16.341, 8.223, -15.446)
O (-10.097, 4.751, -18.109)
H (-12.236, 9.389, -14.741)
H (-9.489, 5.166, -17.492)
H (-14.160, 8.007, -17.094)
O (-12.595, 5.677, -17.031)
H (-14.673, 10.126, -15.761)
H (-14.061, 8.689, -14.076)
O (-15.521, 5.133, -17.421)
H (-11.287, 5.679, -15.969)
H (-11.547, 10.383, -15.665)
H (-12.747, 8.166, -15.865)
O (-13.962, 5.877, -14.852)
O (-12.970, 3.102, -17.459)
H (-15.611, 4.528, -18.136)
H (-12.364, 2.910, -18.146)
O (-10.520, 9.156, -18.966)
O (-13.448, 8.385, -13.434)
H (-9.954, 8.909, -16.054)
H (-11.328, 10.500, -17.829)
O (-11.346, 11.214, -17.253)
H (-14.847, 6.156, -15.155)
H (-12.917, 8.937, -17.407)
H (-14.684, 5.528, -17.692)
H (-10.944, 8.643, -19.664)
H (-13.726, 11.105, -16.523)
H (-10.895, 5.246, -17.804)
H (-12.825, 7.629, -19.728)
H (-8.806, 6.837, -19.841)
H (-11.323, 7.036, -17.679)
H (-9.533, 8.557, -17.466)
H (-9.684, 9.536, -19.274)
H (-13.916, 6.340, -18.994)
H (-10.387, 4.535, -15.719)
H (-13.309, 7.467, -13.575)
C (-12.916, 6.743, -19.082)
O (-10.595, 5.413, -15.368)
H (-9.777, 5.846, -19.488)
H (-12.992, 4.056, -17.349)

The value obtained for the orbital gap is 8.02 eV. The net charge is -1. As for the energy above the lowest of the compared OMol25 structures with the same formula, charge and spin: 67.0 kJ/mol.

natural (NBO) atomic charge list, values in e, 4 entries: -0.64, -0.99, -0.97, -0.97

2.
Molecular formula: C2H4Br2S2
Method: DFT, the ωB97M-V functional and the def2-TZVPD basis

Atoms and positions in Å:
C (-0.777, -0.061, 0.812)
Br (1.080, -1.328, -1.594)
H (-1.677, -0.645, 1.021)
S (0.718, -0.387, 1.617)
C (-0.679, -0.605, -1.272)
H (-0.865, 1.049, 0.889)
H (-1.243, -1.413, -1.390)
S (1.823, 1.335, 1.577)
H (2.750, 1.154, 0.634)
Br (-1.130, 0.901, -2.294)

The value obtained for the orbital gap is 9.05 eV. The net charge is 0. As for the energy above the lowest of the compared OMol25 structures with the same formula, charge and spin: 155.1 kJ/mol.

natural (NBO) atomic charge list, values in e, 4 entries: -0.56, 0.03, 0.24, 0.20

3.
Molecular formula: C9H12NO4
Method: DFT, the ωB97M-V functional and the def2-TZVPD basis

Atoms and positions in Å:
O (4.787, -1.132, -1.221)
C (-1.915, -0.563, -1.250)
C (-2.477, 0.330, -0.335)
H (-0.756, -2.302, -2.832)
C (-0.442, 0.380, 0.926)
H (0.914, -1.685, -2.478)
C (-1.762, 0.811, 0.752)
O (3.187, 0.361, -0.715)
H (-3.427, 1.269, 2.052)
H (0.198, -2.936, -1.446)
H (-3.515, 0.637, -0.465)
O (5.191, 1.025, -1.200)
H (2.260, -0.351, -0.412)
O (1.403, -0.922, 0.126)
C (-0.603, -0.991, -1.117)
C (-2.510, 1.732, 1.669)
H (0.613, -0.208, 2.675)
C (-0.040, -2.033, -2.039)
H (1.352, 1.157, 1.827)
H (-0.154, 1.415, 2.812)
C (0.173, -0.492, -0.043)
H (-2.804, 2.648, 1.146)
H (-2.540, -0.965, -2.046)
H (-1.939, 2.046, 2.542)
N (4.437, 0.044, -1.055)
C (0.372, 0.726, 2.126)

The value obtained for the orbital gap (spin up / spin down) is 9.63 / 5.83 eV. The net charge is 0. As for the multiplicity: 2. The expectation value of S² is 0.777. As for the energy above the lowest of the compared OMol25 structures with the same formula, charge and spin: 17.5 kJ/mol.

natural (NBO) atomic charge list, values in e, 4 entries: -0.42, -0.24, -0.05, 0.22

4.
Molecular formula: C13H17BIN3Ti
Method: DFT, the ωB97M-V functional and the def2-TZVPD basis

Atoms and positions in Å:
C (-0.568, -2.885, -3.396)
H (-0.685, -3.482, -4.303)
H (-0.139, 0.964, -4.464)
N (-0.112, 1.358, -1.135)
Ti (0.245, -0.046, 0.271)
B (0.002, -0.009, 5.499)
H (-0.484, -0.986, -4.447)
C (-0.387, -2.706, -0.998)
C (-0.166, 0.726, -2.346)
H (-0.564, 2.176, 1.796)
C (-0.456, -1.502, -3.496)
H (0.177, 3.091, -0.012)
H (0.315, 4.534, -2.068)
H (-0.612, -4.561, -2.018)
C (0.170, -1.552, 2.284)
C (-0.317, -0.738, -2.340)
C (0.096, 2.687, -1.025)
H (0.307, -2.256, 1.524)
H (-0.194, 1.480, 3.497)
H (-0.345, -3.108, 0.015)
C (-0.040, 0.301, 3.997)
H (1.132, -1.553, 2.778)
H (1.003, -0.583, 5.848)
H (0.001, 1.141, 5.868)
C (-0.079, 1.480, -3.513)
I (2.630, -0.130, 0.182)
H (0.154, 3.450, -4.346)
C (0.090, 2.859, -3.432)
H (-0.787, -1.811, 2.715)
H (-1.003, -0.583, 5.851)
N (-0.172, 0.391, 2.668)
C (0.221, 1.414, 1.902)
N (-0.330, -1.368, -1.132)
C (0.178, 3.465, -2.173)
H (1.251, 1.829, 2.082)
C (-0.530, -3.489, -2.135)

The value obtained for the orbital gap (spin up / spin down) is 6.06 / 6.06 eV. The net charge is +2. As for the energy above the lowest of the compared OMol25 structures with the same formula, charge and spin: 537.8 kJ/mol.

natural (NBO) atomic charge list, values in e, 4 entries: -0.08, 0.27, 0.25, -0.55

5.
Molecular formula: C22H41F3NO4Si2
Method: DFT, the ωB97M-V functional and the def2-TZVPD basis

Atoms and positions in Å:
H (9.091, -2.103, 1.217)
C (-8.324, -0.702, -1.720)
C (-3.825, 0.782, 1.066)
H (4.631, 2.689, -1.657)
C (4.671, 3.286, -0.739)
H (3.688, 3.787, 1.859)
C (10.754, -1.634, -0.078)
C (2.951, 3.268, 1.234)
H (10.516, -3.091, 1.513)
Si (7.581, 0.380, -1.027)
F (5.113, -0.897, -0.837)
H (5.166, 4.221, -1.019)
H (-9.143, -2.315, -2.914)
O (9.068, 0.040, -0.460)
H (-6.826, -2.224, 0.705)
C (1.543, 3.681, 1.666)
H (3.030, 4.645, -0.386)
H (3.057, 2.192, 1.409)
H (-2.076, 3.070, -0.444)
Si (5.848, 2.404, 0.407)
C (9.946, -0.884, -1.118)
C (3.236, 3.581, -0.235)
O (-7.893, -5.998, 0.467)
H (10.598, -0.312, -1.784)
H (11.170, -0.878, 0.597)
H (-4.828, -0.745, -0.053)
H (-7.862, 1.235, 0.133)
H (-4.443, 0.565, 1.944)
F (6.892, -2.209, -0.931)
H (-6.837, 0.187, 1.117)
H (7.541, 0.295, -2.498)
H (-3.385, 2.623, 2.100)
H (-9.661, -8.141, -0.925)
H (1.523, 3.788, 2.755)
C (-5.818, 1.070, -0.574)
C (-1.972, 2.474, 0.469)
C (-7.383, -1.991, -0.192)
H (-7.983, -3.908, -1.022)
O (7.127, 1.846, -0.510)
C (6.411, -1.029, -0.403)
C (-3.375, 2.250, 1.071)
H (-5.966, 1.035, -1.657)
C (-8.577, -1.992, -2.054)
C (0.469, 2.678, 1.249)
H (5.229, 1.275, 1.126)
H (1.305, 4.662, 1.237)
C (-8.243, -6.525, -0.612)
H (-7.988, -8.586, -1.247)
H (-2.928, 0.163, 1.179)
C (-8.634, -8.023, -0.571)
H (9.503, -3.411, 0.099)
H (0.578, 1.787, 1.877)
H (9.369, -1.586, -1.732)
H (-3.838, 0.296, -1.038)
C (-7.069, 0.482, 0.088)
H (0.635, 2.362, 0.213)
H (-8.548, -8.427, 0.438)
C (-7.977, -2.827, -1.067)
H (-5.743, 2.126, -0.304)
O (-8.315, -5.982, -1.740)
C (-4.544, 0.303, -0.201)
H (-1.553, 1.513, 0.153)
H (-8.598, 0.225, -2.205)
H (-1.290, 3.113, 2.420)
C (9.919, -2.622, 0.728)
H (-4.096, 2.866, 0.531)
F (6.358, -1.193, 0.955)
H (11.592, -2.134, -0.570)
H (6.420, 3.327, 1.411)
H (2.522, 3.034, -0.854)
N (-7.584, -0.686, -0.568)
C (-0.965, 3.194, 1.378)
H (-0.960, 4.262, 1.130)

The value obtained for the orbital gap is 5.75 eV. The net charge is -1.

Löwdin atomic charge list, values in e, 4 entries: 0.07, -0.14, -0.21, 0.07

6.
Molecular formula: C20H27FN5OPbS3Si
Method: DFT, the ωB97M-V functional and the def2-TZVPD basis

Atoms and positions in Å:
Pb (-2.432, -0.505, -0.447)
N (-1.631, -1.798, 2.557)
C (5.105, 3.180, -2.919)
C (-4.987, -0.672, 1.803)
C (4.249, 3.118, -1.828)
H (5.669, -1.408, -2.128)
C (-6.249, -0.720, 2.373)
H (-0.277, -2.585, 4.808)
C (4.933, -2.202, -1.983)
H (1.195, -3.559, 4.569)
O (-2.540, 1.928, -0.508)
H (5.839, 2.143, -4.672)
H (1.843, -3.314, -2.038)
H (4.107, -1.502, 1.126)
C (-2.930, 2.550, 1.793)
H (-3.996, 2.672, 1.602)
H (5.719, 4.055, -3.077)
C (0.321, -3.130, 4.083)
H (4.195, 3.944, -1.133)
S (-0.166, -0.217, 0.853)
C (3.526, 0.924, -2.511)
C (5.181, 2.122, -3.815)
C (-3.830, -1.290, 2.464)
H (-3.936, -1.732, 3.452)
S (0.969, -2.010, 2.830)
C (-2.121, 2.827, 0.553)
H (-2.744, 1.539, 2.160)
C (-7.049, 0.573, 0.530)
H (-8.293, -0.103, 2.143)
H (2.384, -3.603, -0.383)
H (-0.272, -3.916, 3.625)
N (2.743, -0.255, -2.304)
C (-0.482, -1.388, 2.115)
H (-2.277, 3.846, 0.198)
Si (3.377, -1.535, -1.214)
C (3.753, -0.741, 0.425)
C (4.393, 1.014, -3.593)
H (5.387, -2.957, -1.338)
H (-1.935, 2.048, -1.263)
S (1.538, -0.527, -3.420)
N (-4.749, -0.036, 0.648)
H (-5.516, 1.073, -0.902)
C (-5.756, 0.566, 0.026)
F (4.452, -0.024, -4.447)
H (2.869, -0.272, 0.858)
H (-6.403, -1.244, 3.306)
H (1.124, -2.407, -0.688)
C (2.050, -2.831, -1.082)
C (3.460, 1.994, -1.629)
H (4.538, 0.011, 0.332)
C (0.253, 0.394, -2.766)
N (-2.697, -1.261, 1.884)
H (4.736, -2.658, -2.954)
H (-1.057, 2.674, 0.742)
C (-7.297, -0.085, 1.722)
H (2.786, 1.927, -0.783)
H (-2.638, 3.248, 2.577)
H (-7.835, 1.086, -0.005)
N (-0.602, 1.034, -2.327)

The value obtained for the orbital gap is 7.69 eV. The net charge is +1. As for the energy above the lowest of the compared OMol25 structures with the same formula, charge and spin: 0.0 kJ/mol.

natural (NBO) atomic charge list, values in e, 4 entries: 1.28, -0.41, -0.18, 0.14

7.
Molecular formula: C25H35NO6
Method: DFT, the ωB97M-V functional and the def2-TZVPD basis

Atoms and positions in Å:
H (3.254, 2.129, -1.678)
H (3.477, 2.204, 0.589)
C (0.332, 1.670, -3.309)
C (3.497, 3.346, -3.878)
C (-0.528, -1.859, -0.809)
H (4.758, -2.666, 1.265)
N (1.554, -2.712, 0.201)
H (3.277, -1.845, -0.549)
C (-0.353, -0.456, -0.209)
H (-0.793, 4.057, 1.341)
C (1.603, 0.975, -0.949)
H (3.570, 4.012, -3.011)
H (3.602, -4.806, 1.750)
H (-1.111, -2.468, -0.118)
H (0.034, -3.882, 1.000)
O (-5.070, 2.070, 1.710)
H (3.369, -1.769, 1.905)
C (2.259, 1.772, -1.881)
C (-2.610, 2.066, 1.473)
H (-4.806, 3.976, 0.928)
O (-5.293, -0.140, 0.447)
H (3.647, 0.735, 1.576)
H (0.335, -0.571, 0.634)
H (-0.569, 3.206, 2.897)
H (1.415, -4.817, 0.385)
C (0.832, -2.521, -1.043)
H (1.388, -3.023, 2.860)
C (-2.892, -0.359, 0.121)
C (-0.320, 0.876, -2.377)
C (0.317, 0.482, -1.197)
C (3.675, -2.684, 1.395)
H (4.197, 0.727, -0.114)
C (-1.247, 3.836, 2.313)
C (3.437, 1.110, 0.576)
H (1.423, -1.866, -1.688)
C (-1.625, 0.181, 0.307)
O (2.154, 0.638, 0.257)
O (2.188, 2.867, -4.056)
H (-4.702, 3.861, 2.702)
C (3.252, -3.888, 2.229)
C (-3.891, 1.534, 1.271)
O (-2.513, 3.243, 2.171)
C (-5.507, -1.357, -0.221)
H (-1.051, -1.823, -1.767)
H (-0.173, 1.949, -4.218)
C (-5.201, 3.469, 1.812)
H (3.730, 3.909, -4.780)
C (-4.014, 0.307, 0.595)
C (1.123, -3.894, 0.923)
C (2.992, -2.726, 0.032)
H (-5.158, -1.318, -1.259)
H (3.695, -3.837, 3.225)
H (-6.586, -1.508, -0.213)
H (1.389, -4.794, 2.860)
H (-2.013, 0.149, -1.875)
C (1.730, -3.908, 2.322)
H (-3.011, -1.302, -0.386)
H (-6.273, 3.653, 1.885)
H (0.687, -3.476, -1.579)
C (-1.503, 1.388, 0.979)
H (-5.024, -2.194, 0.294)
C (1.628, 2.105, -3.073)
H (-0.512, 1.786, 1.121)
H (3.330, -3.624, -0.521)
H (4.216, 2.527, -3.770)
O (-1.593, 0.507, -2.671)
H (-1.422, 4.768, 2.849)

The value obtained for the orbital gap is 8.24 eV. The net charge is 0. As for the structure (SMILES): COc1cc(O)c([C@H](CCN2CCCCC2)c2cc(OC)c(OC)c(OC)c2)c(OC)c1. As for the energy above the lowest of the compared OMol25 structures with the same formula, charge and spin: 94.2 kJ/mol.

natural (NBO) atomic charge list, values in e, 4 entries: 0.22, 0.18, -0.39, -0.25

8.
Molecular formula: CCl4OS
Method: DFT, the ωB97M-V functional and the def2-TZVPD basis

Atoms and positions in Å:
Cl (-2.233, 0.979, 0.237)
S (0.419, -1.186, 0.764)
O (1.675, -0.746, 1.284)
Cl (0.729, -3.203, 0.693)
Cl (-0.036, -1.058, -1.246)
C (-0.594, 1.165, -0.155)
Cl (-0.372, 2.468, -1.184)

The value obtained for the orbital gap is 8.44 eV. The net charge is 0. As for the energy above the lowest of the compared OMol25 structures with the same formula, charge and spin: 308.7 kJ/mol.

natural (NBO) atomic charge list, values in e, 4 entries: 0.06, 1.31, -0.84, -0.22

Number 1: maximum force 4.156 eV/Å. Number 2: maximum force 6.026 eV/Å. Number 3: maximum force 3.090 eV/Å. Number 4: maximum force 6.623 eV/Å. Number 5: maximum force 1.179 eV/Å. Number 6: maximum force 0.116 eV/Å. Number 7: maximum force 0.649 eV/Å. Number 8: maximum force 1.805 eV/Å.